DFT (the ωB97M-V functional and the def2-TZVPD basis) results for C22H62Br4O24P6 as an isolated structure in a non-equilibrium geometry.

E_HOMO	-8.02	eV
LUMO	0.4	eV
calculated total energy	-408853.096	eV
ΔE to the lowest compared entry with this formula, charge and spin	24.017	eV
HOMO-LUMO gap	8.39	eV
spin multiplicity	1

Cartesian coordinates (Å):
Br1 -1.18930 4.33184 4.96734
C1 -2.63702 2.99832 4.60260
C2 -2.17711 2.06419 3.43393
Br2 -3.66529 0.79724 2.91024
H1 -3.64855 3.40221 4.56054
H2 -2.79849 2.33385 5.45142
H3 -1.26669 1.55924 3.75680
H4 -1.84003 2.62886 2.56467
Br3 2.98899 2.99000 2.90304
C3 3.60988 3.61306 1.14167
C4 3.15757 5.03194 0.98337
Br4 3.53504 5.57191 -0.85577
H5 3.18167 2.98970 0.35670
H6 4.63032 3.25780 0.99810
H7 3.64822 5.76461 1.62412
H8 2.09741 5.20186 1.17124
C5 -4.86274 -1.12863 0.37772
O1 -4.36015 -2.49360 0.51955
P1 -2.98418 -3.05257 -0.09861
O2 -2.86665 -4.56560 -0.05274
O3 -2.85546 -2.31669 -1.52555
C6 -1.82461 -2.53505 -2.54543
O4 -1.86901 -2.31794 0.80229
C7 -0.55555 -2.67285 0.52621
H9 -5.87271 -1.30458 0.00744
H10 -4.30934 -0.63558 -0.42149
H11 -4.87630 -0.50170 1.26927
H12 -1.45639 -3.55732 -2.63199
H13 -0.91122 -1.96880 -2.36324
H14 -2.18964 -2.02978 -3.43960
H15 -0.42669 -3.75020 0.42220
H16 0.11147 -2.47888 1.36616
H17 -0.13492 -2.23528 -0.37916
C8 3.45952 -1.06024 5.99620
O5 3.65034 -1.02325 4.58017
P2 2.47892 -0.70954 3.50235
O6 1.66066 0.50837 3.80056
O7 3.19578 -0.75123 2.01051
C9 2.96592 0.33023 1.13603
O8 1.63070 -2.10917 3.56565
C10 2.01086 -3.49841 3.28066
H18 4.32686 -0.56985 6.43816
H19 3.49792 -2.07100 6.40239
H20 2.57263 -0.48227 6.25594
H21 2.95646 -0.04074 0.11115
H22 3.70202 1.09684 1.37807
H23 1.97783 0.78361 1.21495
H24 3.09706 -3.46228 3.36420
H25 1.59159 -3.96603 2.38981
H26 1.61568 -3.97058 4.18009
C11 -6.91342 1.13789 -3.84625
O9 -5.55228 0.86402 -3.59764
P3 -5.08295 0.37290 -2.11077
O10 -3.62443 0.59622 -1.91456
O11 -5.54683 -1.17571 -2.15158
C12 -6.93732 -1.48283 -2.17463
O12 -6.15669 1.10894 -1.12632
C13 -5.70905 1.62471 0.05003
H27 -7.26333 0.42141 -4.58943
H28 -7.11330 2.05694 -4.39714
H29 -7.61294 1.09153 -3.01160
H30 -7.26871 -1.56724 -3.20960
H31 -7.63023 -0.84365 -1.62742
H32 -7.04364 -2.50183 -1.80254
H33 -6.58421 2.08051 0.51314
H34 -5.20152 2.56703 -0.15629
H35 -5.26092 0.93053 0.76093
C14 -0.93952 0.21959 -4.78632
O13 -0.81958 -0.81803 -3.81672
P4 0.32865 -1.94754 -4.00665
O14 0.22029 -2.99447 -2.97936
O15 0.23646 -2.46787 -5.51067
C15 -0.76713 -3.28493 -5.95223
O16 1.66150 -0.96856 -3.84385
C16 1.80145 -0.39850 -2.55784
H36 0.03920 0.36312 -5.24413
H37 -1.24266 1.14724 -4.30085
H38 -1.62279 0.03480 -5.61524
H39 -1.47932 -3.52796 -5.16368
H40 -0.33822 -4.12899 -6.49233
H41 -1.40147 -2.77250 -6.67551
H42 1.86319 -1.10020 -1.72603
H43 0.90353 0.16767 -2.31027
H44 2.60116 0.33488 -2.45427
C17 -0.27294 -0.63012 2.82879
O17 -0.77319 -0.55719 1.46846
P5 0.09113 -0.29937 0.27215
O18 1.29536 -1.09401 0.27621
O19 0.38926 1.28922 0.39154
C18 1.21634 1.90984 -0.53778
O20 -0.90741 -0.52897 -0.92529
C19 -2.12340 0.25537 -0.91178
H45 -0.38838 -1.67835 3.10445
H46 -0.95311 -0.05210 3.45438
H47 0.73878 -0.33825 3.11045
H48 0.55141 2.49558 -1.17249
H49 1.77830 1.22021 -1.16766
H50 1.87049 2.68354 -0.13582
H51 -1.98341 1.30925 -0.67131
H52 -2.74820 -0.08561 -0.08628
H53 -2.66340 0.02451 -1.83004
C20 6.54116 1.46661 2.87111
O21 5.59015 0.91348 1.97831
P6 5.66792 1.32005 0.41208
O22 6.58930 2.43949 0.01793
O23 5.90215 -0.09548 -0.26419
C21 7.13794 -0.81038 0.00756
O24 4.07425 1.59197 0.00501
C22 3.63782 1.58869 -1.28393
H54 7.43098 0.93681 2.53106
H55 6.23869 1.31830 3.90774
H56 6.71272 2.54195 2.91913
H57 7.86786 -0.33656 0.66391
H58 7.74222 -0.92492 -0.89235
H59 6.87262 -1.82489 0.30501
H60 2.88175 2.36609 -1.39407
H61 3.17317 0.63420 -1.53121
H62 4.50546 1.81586 -1.90335